Run one
8
Properties=species:S:1:pos:R:3:mulliken_charge:R:1 method="wB97M-V/def2-TZVPD" e_lumo_ev=-0.697 homo_ha=-0.3351
C -2.014 -0.805 0.614 -0.02
C 1.667 1.105 -0.126 0.06
O 2.124 1.141 1.001 -0.40
S -1.018 -1.581 -0.471 -0.10
Br -2.818 0.719 -0.171 -0.09
H 2.289 1.056 -0.995 0.25
H 0.587 1.125 -0.267 0.09
H -0.816 -2.761 0.413 0.21



Run two
8
Properties=species:S:1:pos:R:3:mulliken_charge:R:1 method="wB97M-V/def2-TZVPD" e_lumo_ev=-0.733 homo_ha=-0.3340
C -0.042 -0.292 1.876 -0.07
C 0.517 -0.016 -2.265 0.06
O 0.826 -0.767 -3.139 -0.39
S -1.353 0.354 2.701 -0.06
Br 1.607 0.216 2.580 -0.06
H 0.136 1.001 -2.461 0.21
H 0.584 -0.283 -1.195 0.14
H -2.275 -0.213 1.904 0.18



Which structure wins on stability? run two wins.



Run one
8
Properties=species:S:1:pos:R:3:mulliken_charge:R:1 method="wB97M-V/def2-TZVPD" e_lumo_ev="-1.932 / -1.933" homo_ha="-0.3333 / -0.3327"
C 0.201 -0.254 -0.043 -0.58
C -1.029 0.218 0.074 -0.06
C -2.289 -0.402 -0.075 0.23
O -2.224 -2.238 -0.239 -0.56
Br -3.843 0.271 0.155 0.11
H 1.048 0.291 0.200 0.28
H 0.314 -1.224 -0.333 0.34
H -1.192 1.195 0.475 0.25



Run two
8
Properties=species:S:1:pos:R:3:mulliken_charge:R:1 method="wB97M-V/def2-TZVPD" e_lumo_ev=-0.540 homo_ha=-0.3324
C 1.505 0.602 -0.280 -0.44
C 1.348 -0.707 -0.366 -0.25
C 0.653 -1.725 -0.016 0.64
O 0.371 -2.854 0.054 -0.38
H 0.592 1.247 0.190 0.11
H 2.298 1.094 -0.667 0.32
Br -2.804 0.919 0.209 -0.21
H -3.963 1.423 0.874 0.21



Run three
8
Properties=species:S:1:pos:R:3:mulliken_charge:R:1 method="wB97M-V/def2-TZVPD" e_lumo_ev="-2.192 / -2.191" homo_ha="-0.3012 / -0.3012"
C -0.986 0.559 0.468 -0.43
C -0.393 -0.142 -0.554 -0.24
C 0.468 -1.082 -0.146 0.55
O 1.088 -1.919 0.348 -0.16
Br 2.718 0.808 -0.271 -0.62
H -1.586 1.534 0.201 0.25
H -0.713 0.355 1.511 0.27
H -0.596 -0.114 -1.557 0.39



Which structure wins on stability? run three wins.